# 1
The following is a DFT calculation (ωB97M-V/def2-TZVPD) of a structure of composition C3ErO.

M: 219.29 g mol⁻¹
Energy relative to the best compared isomer or geometry (same formula, charge and spin): 0.0 kJ/mol
Max |F|: 0.0882 hartree/bohr
⟨S²⟩: 6.0019
Spin multiplicity: 5
Highest occupied orbital energy (alpha / beta): -16.69 / -19.53 eV
Total charge: +2
Frontier orbital gap (alpha / beta): 5.9 / 8.9 eV

Structure (XYZ):
```
5
Properties=species:S:1:pos:R:3:forces:R:3:mulliken_charge:R:1
C 0.842275 0.442184 -2.346963 2.2 3.3 2.2 0.351
C 1.073040 1.223400 -0.778262 -1.9 -3.2 0.9 0.294
O 1.600035 1.533254 -1.977035 -1.4 -2.1 -2.5 -0.022
C 0.374538 0.253532 -0.305760 0.6 1.5 0.3 -0.505
Er -0.918096 -1.000656 1.599126 0.6 0.5 -1.0 1.882
```
Positions in Å, forces in eV/Å.

***

# 2
The following is a DFT calculation (ωB97M-V/def2-TZVPD) of a cluster of 2 separate species, C3FIO4 in total.

M: 245.93 g mol⁻¹
Energy relative to the best compared isomer or geometry (same formula, charge and spin): 218.3 kJ/mol
Max |F|: 0.0278 hartree/bohr
Highest occupied orbital energy: 1.16 eV
Total charge: -2
Frontier orbital gap: 4.3 eV

Structure (XYZ):
```
9
Properties=species:S:1:pos:R:3:forces:R:3:mulliken_charge:R:1
C -1.043490 0.337668 1.586217 0.7 -0.5 -1.2 0.447
C 1.832189 -0.651440 -1.405549 -0.2 0.0 0.4 0.427
C -0.370853 0.078138 0.161201 0.6 0.3 0.8 -0.284
O -0.452558 1.245046 2.211337 -0.2 0.2 0.5 -0.731
O 1.931735 -1.789976 -1.218418 0.0 -1.3 0.1 -0.277
O -1.940608 -0.449948 1.964734 0.1 0.2 0.2 -0.726
O 1.988782 0.439874 -1.744714 0.2 1.0 -0.5 -0.268
F 0.081966 1.314988 -0.352774 -0.7 0.2 0.2 -0.203
I -2.027164 -0.524350 -1.202035 -0.6 -0.1 -0.6 -0.386
```
Positions in Å, forces in eV/Å.

***

# 3
The following is a DFT calculation (ωB97M-V/def2-TZVPD) of the ion C3H10BClOP with charge -1.

M: 139.35 g mol⁻¹
Energy relative to the best compared isomer or geometry (same formula, charge and spin): 27.2 kJ/mol
Max |F|: 0.0549 hartree/bohr
Highest occupied orbital energy: -4.40 eV
Total charge: -1
Frontier orbital gap: 7.9 eV

Structure (XYZ):
```
17
Properties=species:S:1:pos:R:3:forces:R:3:mulliken_charge:R:1
C 2.305957 -0.653425 -0.053718 -0.3 0.4 0.6 -1.247
C 1.486845 0.610956 0.341775 -0.5 -0.6 -1.6 0.493
Cl 2.340516 2.043657 -0.487293 0.1 0.1 0.5 -0.313
C 0.067194 0.523267 -0.264793 0.2 0.2 0.4 -1.292
B -1.036042 -0.174941 0.722350 0.0 -0.6 -0.4 0.277
P -2.698429 -0.235307 -0.299569 0.0 2.8 0.4 0.319
O -3.510489 1.071110 -0.210149 0.2 -1.5 -0.2 -0.728
H 2.998064 -0.406062 -0.863370 -0.1 -0.1 0.2 0.386
H 1.612996 -1.420740 -0.414008 0.1 0.0 0.2 0.271
H 2.857000 -1.037245 0.813976 0.0 0.0 -0.3 0.285
H 1.502015 0.825861 1.409327 0.0 0.1 -0.2 0.325
H -0.282245 1.536750 -0.509468 0.1 -0.2 0.0 0.348
H 0.153685 -0.045878 -1.207266 0.0 0.3 0.1 0.324
H -1.238262 0.464586 1.726101 -0.1 0.1 0.1 -0.170
H -0.790013 -1.337191 0.986520 0.2 -0.2 0.1 -0.196
H -3.478484 -1.398374 -0.011460 0.1 0.0 -0.4 -0.018
H -2.290308 -0.367023 -1.678955 -0.3 -0.7 0.3 -0.066
```
Positions in Å, forces in eV/Å.

***

# 4
The following is a DFT calculation (ωB97M-V/def2-TZVPD) of a cluster of 2 separate species, C3H10BN in total.

M: 70.93 g mol⁻¹
Energy relative to the best compared isomer or geometry (same formula, charge and spin): 508.5 kJ/mol
Max |F|: 0.1016 hartree/bohr
Highest occupied orbital energy (alpha / beta): -6.69 / -6.34 eV
Frontier orbital gap (alpha / beta): 7.1 / 7.0 eV

Structure (XYZ):
```
15
Properties=species:S:1:pos:R:3:forces:R:3:mulliken_charge:R:1
B -1.077831 0.480118 -0.643095 -0.4 0.9 -1.2 -0.232
C -1.911260 1.580851 0.135220 4.3 -1.6 -0.2 -1.097
C 2.940309 0.140041 -0.126386 -0.1 -2.9 1.2 -0.934
C -0.937809 -1.757697 0.325318 -0.1 3.6 3.8 -0.661
N -1.131458 -0.924418 -0.704863 -0.4 1.4 1.5 0.113
H -1.273923 2.375634 0.454364 0.3 0.8 -0.1 0.296
H -2.261004 1.152705 0.988000 -1.2 -1.5 2.9 0.417
H -2.736247 1.920598 -0.320803 -2.8 1.4 -2.3 0.368
H 2.689325 -0.551098 -1.013836 0.9 1.0 1.7 0.182
H 2.175085 0.845470 -0.030797 -1.2 1.2 0.0 0.166
H 3.042742 -0.359725 0.908472 -0.9 -0.1 -1.7 0.232
H -0.961140 -2.735665 0.209265 0.0 -4.3 -0.8 0.367
H 3.881672 0.607404 -0.077774 1.2 0.8 -1.2 0.347
H -0.999642 -1.383229 1.399830 0.3 -0.2 -1.7 0.199
H -1.438822 -1.390990 -1.502910 0.0 -0.4 -1.9 0.237
```
Positions in Å, forces in eV/Å.

***

# 5
The following is a DFT calculation (ωB97M-V/def2-TZVPD) of a structure of composition C3H10BNOP2.

M: 148.88 g mol⁻¹
Energy relative to the best compared isomer or geometry (same formula, charge and spin): 430.3 kJ/mol
Max |F|: 0.0683 hartree/bohr
Highest occupied orbital energy: -7.78 eV
Frontier orbital gap: 8.1 eV

Structure (XYZ):
```
18
Properties=species:S:1:pos:R:3:forces:R:3:mulliken_charge:R:1
B 0.808927 0.913988 0.153660 0.1 -0.9 -2.1 0.215
C -1.436062 -0.445929 0.303025 1.0 0.7 1.9 -0.502
C -1.421528 -0.723990 -1.135465 -1.1 -1.0 0.2 -0.122
C 1.977563 2.038489 0.372394 -2.9 0.6 1.9 -0.906
N -0.402243 0.628229 0.697174 -1.8 2.3 1.8 -0.232
O -0.784457 -2.068114 -1.451824 1.4 1.9 0.7 -0.453
P -1.180974 -1.915577 1.378247 1.5 -0.5 0.9 -0.082
P 0.349455 -0.775032 -1.540971 1.7 -1.4 -0.3 0.043
H -2.422960 -0.123230 0.633915 0.1 0.5 0.0 0.449
H -2.486887 -0.703340 -1.409554 0.7 0.2 -1.1 0.374
H 1.631625 3.120879 0.162891 -0.2 -1.6 0.7 0.291
H 2.728250 1.995454 -0.337556 2.0 -0.8 -1.0 0.319
H 2.307525 1.960043 1.466135 0.0 0.2 -1.7 0.271
H -0.787835 1.330248 1.415247 0.7 -1.7 -1.3 0.253
H -1.283779 -1.059558 2.561764 0.4 -0.7 -0.5 0.032
H 0.374626 -2.046328 1.359706 -2.2 0.5 0.0 0.032
H 0.358346 -0.466069 -2.865539 0.1 0.8 -0.9 0.026
H 1.670407 -1.660162 -1.763248 -1.6 0.8 0.7 -0.009
```
Positions in Å, forces in eV/Å.

***

# 6
The following is a DFT calculation (ωB97M-V/def2-TZVPD) of a structure of composition C3H10FN5O3S3.

M: 279.34 g mol⁻¹
Energy relative to the best compared isomer or geometry (same formula, charge and spin): 0.0 kJ/mol
Max |F|: 0.0372 hartree/bohr
Highest occupied orbital energy: -9.64 eV
Frontier orbital gap: 10.0 eV

Structure (XYZ):
```
25
Properties=species:S:1:pos:R:3:forces:R:3:mulliken_charge:R:1
C -2.649025 -0.807861 -3.787363 0.0 -0.4 -0.3 -0.789
C 2.940512 -0.180390 3.216140 -0.1 0.0 -0.3 0.126
C 1.358019 0.520236 4.762349 -0.3 0.1 0.0 -0.494
N 0.031138 0.119861 -2.427965 0.2 0.0 -0.1 -0.314
N -1.338025 -0.062497 -0.221180 -0.7 -0.2 0.1 -0.522
N 0.839750 1.286547 -0.253952 0.5 0.5 -0.1 -0.246
N -2.557617 -0.418910 -2.387685 0.5 0.2 0.8 -0.266
N 2.635871 -0.020599 4.419059 0.4 -0.1 0.3 -0.417
O -0.824145 -2.053033 -1.652888 0.1 -0.4 -0.5 -0.724
O 0.874226 -1.191249 0.289184 0.3 0.4 0.8 -0.372
O 1.395499 2.210861 -2.519195 0.2 -0.1 0.0 -0.598
F -0.924642 2.292395 -1.728143 1.4 -0.5 -0.1 -0.317
S -1.119114 -0.650386 -1.651150 -1.3 -0.4 -0.3 1.028
S 0.030761 0.170889 0.563942 0.2 -0.5 0.2 0.467
S 0.509739 1.428239 -1.755459 -1.4 1.3 -0.2 1.045
H -2.700790 0.054869 -4.451994 0.1 0.0 0.1 0.308
H -1.755625 -1.385987 -4.022010 -0.2 -0.1 -0.3 0.325
H -3.532102 -1.438921 -3.923296 0.2 0.1 -0.1 0.271
H 3.914635 -0.581921 2.984670 0.2 -0.1 -0.2 0.295
H 0.413098 -1.816061 -0.298738 -0.1 -0.2 -0.2 0.395
H 2.278238 0.059925 2.368310 0.1 0.0 0.2 -0.156
H 0.736079 0.760434 3.888081 0.0 0.0 0.1 0.165
H 0.846994 -0.205640 5.394493 -0.1 0.1 0.0 0.225
H 1.524093 1.417335 5.360234 -0.1 0.0 0.0 0.261
H -2.927566 0.491865 -2.165443 0.0 0.2 0.2 0.307
```
Positions in Å, forces in eV/Å.

***

# 7
The following is a DFT calculation (ωB97M-V/def2-TZVPD) of the ion C3H10IN5 with charge +2.

M: 243.05 g mol⁻¹
Energy relative to the best compared isomer or geometry (same formula, charge and spin): 0.0 kJ/mol
Max |F|: 0.0869 hartree/bohr
Structure (SMILES): CN(I)C(=[NH2+])[NH+]=C(N)N
Highest occupied orbital energy: -17.23 eV
Total charge: +2
Frontier orbital gap: 8.7 eV

Structure (XYZ):
```
19
Properties=species:S:1:pos:R:3:forces:R:3:mulliken_charge:R:1
C -1.025279 -1.680507 -0.195443 2.4 1.3 1.3 0.498
C 0.264719 0.490980 -0.003211 0.9 -2.3 0.0 0.728
C 1.816910 2.300568 0.270231 -1.3 3.7 -0.1 -1.072
N -1.267521 -2.595112 0.705379 -1.9 -0.2 0.7 -0.388
N -1.699465 -1.443985 -1.251465 -2.8 -0.8 -3.4 -0.338
N 1.492387 0.974753 -0.060770 1.6 -2.5 -0.5 -0.358
N -0.761994 1.306338 0.028978 -0.5 0.9 0.5 -0.307
N 0.130495 -0.891535 0.041377 0.9 -1.1 0.1 -0.143
I 3.287622 -0.173950 -0.238293 -1.1 0.1 -0.1 0.387
H 1.384222 2.524706 1.249786 -0.3 0.4 -0.1 0.498
H 2.841523 2.566918 0.437241 0.7 -0.7 -0.3 0.258
H 1.492976 3.068550 -0.522172 0.1 -1.1 1.0 0.376
H -2.245382 -2.952867 0.711824 1.2 -0.3 0.1 0.291
H -0.862334 -2.434631 1.627162 -0.1 -0.3 -0.2 0.285
H -2.553999 -2.031742 -1.542511 1.7 1.2 0.9 0.303
H -1.278820 -0.951935 -2.056740 -0.3 -0.2 0.8 0.292
H -0.303557 2.211596 0.093708 -1.5 0.8 0.0 0.293
H -1.715786 1.160463 0.434218 1.5 0.1 -0.6 0.288
H 1.003287 -1.448607 0.270703 -1.3 1.0 -0.3 0.110
```
Positions in Å, forces in eV/Å.

***

# 8
The following is a DFT calculation (ωB97M-V/def2-TZVPD) of a cluster of 2 separate species, C3H10N in total.

M: 60.12 g mol⁻¹
Energy relative to the best compared isomer or geometry (same formula, charge and spin): 246.1 kJ/mol
Max |F|: 0.1126 hartree/bohr
Highest occupied orbital energy: -16.73 eV
Total charge: +1
Frontier orbital gap: 11.1 eV

Structure (XYZ):
```
14
Properties=species:S:1:pos:R:3:forces:R:3:mulliken_charge:R:1
C 2.255806 -0.317596 0.376594 -2.7 -0.8 1.0 -0.947
H 2.344335 0.279877 1.332049 0.4 -1.3 -0.8 0.292
H 3.043947 -1.000513 0.039035 -0.1 0.3 0.8 0.293
H 2.185036 0.456751 -0.356829 -0.2 0.5 -0.9 0.249
H 1.194768 -0.922863 0.415394 3.0 1.4 0.1 0.096
C -1.650227 0.991616 0.504227 2.1 4.0 -3.6 -0.804
C -1.048436 -1.050864 -0.755322 0.5 0.5 -2.9 -0.153
N -0.807208 0.171963 -0.475718 -1.1 -0.3 2.3 -0.040
H -2.669417 0.773762 0.324632 -0.9 -0.7 0.7 0.360
H -1.540671 2.131572 0.056010 -0.3 -2.8 1.2 0.315
H -1.161072 1.049558 1.469525 -0.4 -0.7 0.2 0.326
H -2.004558 -1.557876 -0.905197 -0.2 0.4 1.5 0.310
H -0.270112 -1.542030 -1.331891 0.2 -0.1 0.3 0.333
H 0.127809 0.536643 -0.692507 -0.2 -0.3 0.3 0.369
```
Positions in Å, forces in eV/Å.

***

# 9
The following is a DFT calculation (ωB97M-V/def2-TZVPD) of a cluster of 2 separate species, C3H10N in total.

M: 60.12 g mol⁻¹
Energy relative to the best compared isomer or geometry (same formula, charge and spin): 165.0 kJ/mol
Max |F|: 0.0575 hartree/bohr
Highest occupied orbital energy: -13.64 eV
Total charge: +1
Frontier orbital gap: 9.4 eV

Structure (XYZ):
```
14
Properties=species:S:1:pos:R:3:forces:R:3:mulliken_charge:R:1
N -1.325938 -1.773151 -1.443892 -1.2 0.9 -1.3 -0.495
H -2.017426 -2.447879 -1.787012 0.5 -0.7 0.4 0.391
H -0.493695 -1.762336 -2.036158 0.3 -0.4 0.4 0.379
H -1.811040 -0.901561 -1.697978 0.3 0.3 0.6 0.401
H -1.137375 -1.797423 -0.438146 0.2 0.0 0.0 0.313
C 1.006380 1.838863 0.026889 -0.2 -0.3 1.7 -1.003
C 0.928894 0.623413 0.914731 1.4 -0.9 -0.2 -0.008
C -0.061059 -0.227809 1.114592 -2.9 0.0 0.6 -1.030
H 0.029771 2.221712 -0.237515 -0.2 -0.3 -0.8 0.333
H 1.398360 2.631081 0.659209 0.5 0.2 -0.1 0.311
H 1.731256 1.619977 -0.755887 -0.3 0.3 -0.3 0.288
H 1.891654 0.318555 1.359446 -0.3 0.3 -0.3 0.306
H -0.230429 -1.083764 1.766186 1.7 -0.1 0.3 0.395
H -1.115905 0.035128 0.950453 0.2 0.7 -1.0 0.420
```
Positions in Å, forces in eV/Å.

***

# 10
The following is a DFT calculation (ωB97M-V/def2-TZVPD) of a structure of composition C3H10N.

M: 60.12 g mol⁻¹
Energy relative to the best compared isomer or geometry (same formula, charge and spin): 257.2 kJ/mol
Max |F|: 0.1140 hartree/bohr
Highest occupied orbital energy: -15.38 eV
Total charge: +1
Frontier orbital gap: 11.7 eV

Structure (XYZ):
```
14
Properties=species:S:1:pos:R:3:forces:R:3:mulliken_charge:R:1
C 0.877542 -1.260683 1.556026 -0.2 2.9 -5.1 -0.815
C -0.963355 1.261083 -1.256686 2.0 1.4 0.5 -0.822
C 0.498944 -0.628756 -0.337754 -0.1 -2.5 3.5 -0.629
N -0.480975 0.459736 -0.050092 1.7 1.8 1.0 -0.344
H 1.933322 -1.175869 1.609173 0.7 0.2 0.3 0.324
H 0.290736 -0.493167 1.979242 -0.2 0.6 1.2 0.306
H 0.501947 -2.191554 1.695154 -1.1 -2.7 0.3 0.343
H -1.377776 0.583019 -1.932449 -1.1 -0.8 -1.0 0.364
H -1.576524 2.069977 -0.905577 -0.9 -0.1 0.1 0.355
H -0.131865 1.836537 -1.805146 -0.6 -1.4 1.2 0.325
H 0.197793 -1.389791 -1.096231 -0.5 0.7 1.0 0.369
H 1.427019 -0.269802 -0.631348 1.5 1.1 -0.5 0.398
H -0.001697 1.191601 0.625694 -1.0 -1.9 -1.6 0.429
H -1.195110 0.007670 0.549993 -0.2 0.7 -0.9 0.398
```
Positions in Å, forces in eV/Å.

***

# 11
The following is a DFT calculation (ωB97M-V/def2-TZVPD) of a cluster of 2 separate species, C3H10N in total.

M: 60.12 g mol⁻¹
Energy relative to the best compared isomer or geometry (same formula, charge and spin): 170.0 kJ/mol
Max |F|: 0.0370 hartree/bohr
Highest occupied orbital energy: -13.58 eV
Total charge: +1
Frontier orbital gap: 9.5 eV

Structure (XYZ):
```
14
Properties=species:S:1:pos:R:3:forces:R:3:mulliken_charge:R:1
N -1.396034 -1.455592 -0.654920 -0.8 0.1 -0.3 -0.441
H -1.728528 -1.627870 -1.603834 0.5 0.1 -0.4 0.395
H -2.261490 -1.219372 -0.153413 0.5 -0.1 0.4 0.407
H -0.952242 -2.302853 -0.315030 -0.1 -0.3 0.3 0.389
H -0.703896 -0.689298 -0.586700 0.0 0.1 -0.2 0.227
C -0.193075 0.999524 0.859573 -0.6 -1.1 0.3 -1.079
C 1.010477 0.221672 0.334616 1.0 1.6 -0.5 -0.297
C 1.883361 0.838635 -0.483391 -0.7 -0.7 1.0 -0.651
H 0.080614 1.981991 1.236962 0.3 -0.3 0.4 0.318
H -1.028552 1.256672 0.208309 0.0 -0.3 -0.6 0.396
H -0.582981 0.344971 1.646222 -0.3 0.7 0.3 0.390
H 1.425810 -0.596191 0.920328 -0.4 0.1 0.3 0.392
H 2.924377 0.593273 -0.311757 0.1 -0.1 -1.1 0.268
H 1.522158 1.654438 -1.096965 0.5 0.3 0.1 0.286
```
Positions in Å, forces in eV/Å.

***

# 12
The following is a DFT calculation (ωB97M-V/def2-TZVPD) of a cluster of 2 separate species, C3H10N in total.

M: 60.12 g mol⁻¹
Energy relative to the best compared isomer or geometry (same formula, charge and spin): 14.5 kJ/mol
Max |F|: 0.0218 hartree/bohr
⟨S²⟩: 0.7525
Spin multiplicity: 2
Highest occupied orbital energy (alpha / beta): -21.59 / -22.97 eV
Total charge: +2
Frontier orbital gap (alpha / beta): 11.6 / 9.3 eV

Structure (XYZ):
```
14
Properties=species:S:1:pos:R:3:forces:R:3:mulliken_charge:R:1
N 0.996461 -1.124212 -1.594100 -0.3 0.1 0.8 -0.385
H 0.666531 -1.438339 -2.512787 0.1 0.0 -0.1 0.426
H 1.613464 -0.312776 -1.679613 0.1 0.0 -0.3 0.419
H 0.197344 -0.855437 -0.981420 0.6 -0.3 -0.9 0.120
H 1.500003 -1.874390 -1.106004 0.1 -0.1 -0.3 0.434
C 0.426172 1.383338 0.861097 -0.6 0.1 -0.6 -0.933
C -0.424256 0.238712 1.119297 0.2 0.1 0.1 0.374
C -1.491359 -0.172551 0.273469 -0.7 0.4 0.8 -0.686
H 0.163422 1.929252 -0.045481 0.0 0.0 0.0 0.362
H 0.297504 2.067587 1.722959 0.3 0.0 0.2 0.371
H 1.496977 1.133980 0.844803 0.1 0.0 0.5 0.396
H -0.255050 -0.337308 2.028606 0.0 0.0 0.0 0.359
H -2.152117 -0.970283 0.604074 0.1 -0.1 -0.2 0.335
H -1.782870 0.401626 -0.604366 0.2 0.0 -0.1 0.409
```
Positions in Å, forces in eV/Å.

***

In the order shown, the computed total energy values come out to -32749.71925; -22117.68652; -27809.99151; -5435.24342; -26060.46629; -52084.64494; -18807.38532; -4754.31404; -4755.15457; -4754.19944; -4755.10268; -4742.04508 eV.